A structure of composition C4H8F6KNO6S2 in a non-equilibrium geometry, computed with the ωB97M-V functional and the def2-TZVPD basis.

The geometry in XYZ format:
```
28
Properties=species:S:1:pos:R:3:lowdin_charge:R:1
K -11.34 -5.76 2.47 0.94
C -16.36 -6.24 0.43 -0.54
F -16.76 -5.86 1.65 0.11
F -17.47 -6.32 -0.43 0.08
F -15.42 -5.42 -0.11 0.09
S -15.66 -8.06 0.62 0.70
O -16.72 -9.09 0.49 -0.31
O -14.64 -8.16 -0.43 -0.35
N -14.92 -8.03 2.23 -0.33
S -16.06 -8.67 3.10 0.58
O -17.29 -7.82 3.26 -0.36
O -16.35 -10.11 2.93 -0.33
C -15.39 -8.47 4.95 -0.61
F -14.33 -9.30 5.07 0.09
F -14.96 -7.25 5.17 0.13
F -16.38 -8.93 5.79 0.11
C -11.88 -12.04 1.76 -0.19
O -11.57 -10.81 2.33 -0.12
H -12.43 -11.92 0.83 0.08
H -11.12 -12.73 1.38 0.07
H -12.39 -12.55 2.58 0.09
H -12.42 -10.37 2.26 0.07
C -9.15 -7.57 7.67 -0.15
O -9.58 -7.76 6.32 -0.14
H -9.47 -8.38 8.31 0.08
H -8.06 -7.52 7.64 0.07
H -9.53 -6.62 8.05 0.08
H -9.35 -8.64 6.02 0.07
```

As for the energy above the lowest of the compared OMol25 structures with the same formula, charge and spin: 3.961 eV. The molar mass comes out at 383.3 g/mol. The value obtained for the HOMO energy is -8.855 eV. As for the net charge: 0. The value obtained for the frontier orbital gap is 6.8 eV.

---

A structure of composition C4H8FIO in a non-equilibrium geometry, computed with the ωB97M-V functional and the def2-TZVPD basis.

The geometry in XYZ format:
```
15
Properties=species:S:1:pos:R:3:lowdin_charge:R:1
C 0.72 -2.05 0.24 -0.11
C -1.35 0.90 -1.30 -0.04
C 0.32 -0.86 -0.54 -0.14
C -0.89 -0.26 -0.48 -0.46
O 1.65 2.25 1.40 -0.77
F -1.76 -0.75 0.41 0.02
I 0.24 1.41 2.45 0.93
H -0.08 -2.19 1.03 0.10
H 1.09 -2.93 -0.25 0.07
H 1.53 -1.83 0.83 0.03
H -2.45 0.82 -1.73 0.13
H -0.59 1.24 -2.05 0.10
H -1.29 1.68 -0.66 0.01
H 1.03 -0.41 -1.38 0.15
H 1.85 2.98 2.05 -0.03
```

As for the energy above the lowest of the compared OMol25 structures with the same formula, charge and spin: 1.872 eV. The molar mass comes out at 218.0 g/mol. The value obtained for the HOMO energy is -8.723 eV. As for the net charge: 0. The value obtained for the frontier orbital gap is 8.2 eV.

---

The molecule C4H8FN in a non-equilibrium geometry, computed with the ωB97M-V functional and the def2-TZVPD basis.

The geometry in XYZ format:
```
14
Properties=species:S:1:pos:R:3:lowdin_charge:R:1
C 0.22 -1.84 0.58 0.08
C -0.03 -0.62 -0.03 -0.27
C -1.30 0.10 -0.41 -0.06
C 1.23 0.18 -0.34 -0.48
N 1.46 1.19 0.64 0.04
F 2.34 -0.62 -0.30 -0.05
H 1.16 -2.36 0.76 0.06
H -0.49 -2.55 0.93 0.04
H -1.43 0.93 0.26 0.08
H -1.16 0.48 -1.46 0.10
H -2.22 -0.36 -0.53 0.05
H 1.44 0.64 -1.36 0.16
H 1.55 0.93 1.67 0.11
H 2.30 1.74 0.18 0.13
```

As for the energy above the lowest of the compared OMol25 structures with the same formula, charge and spin: 1.374 eV. The SMILES is C=C(C)[C@@H](N)F. The molar mass comes out at 89.1 g/mol. The value obtained for the HOMO energy is -9.544 eV. As for the net charge: 0. The value obtained for the frontier orbital gap is 10.6 eV.

---

A cluster of 2 separate species, C4H8FN in total in a non-equilibrium geometry, computed with the ωB97M-V functional and the def2-TZVPD basis.

The geometry in XYZ format:
```
14
Properties=species:S:1:pos:R:3:lowdin_charge:R:1
C 1.08 0.90 -0.31 -0.01
C 0.49 -0.24 0.02 -0.21
C 1.25 -1.54 -0.11 -0.10
C -3.03 0.12 -0.64 -0.13
N -2.88 1.13 0.18 0.08
F -3.62 -0.96 0.08 -0.12
H 0.60 1.79 -0.36 -0.01
H 2.15 1.08 -0.47 0.07
H 2.30 -1.48 -0.08 0.06
H 0.81 -2.11 0.76 0.09
H 1.13 -2.17 -0.93 0.04
H -0.49 -0.20 0.36 0.03
H -2.32 1.81 -0.33 0.10
H -3.15 1.04 1.11 0.09
```

As for the energy above the lowest of the compared OMol25 structures with the same formula, charge and spin: 3.040 eV. The molar mass comes out at 89.1 g/mol. The value obtained for the HOMO energy is -9.505 eV. As for the net charge: 0. The value obtained for the frontier orbital gap is 10.4 eV.

---

The molecule C4H8FN in a non-equilibrium geometry, computed with the ωB97M-V functional and the def2-TZVPD basis.

The geometry in XYZ format:
```
14
Properties=species:S:1:pos:R:3:lowdin_charge:R:1
C -1.65 1.19 0.12 -0.08
C -0.76 0.04 -0.27 -0.47
N -1.57 -1.18 -0.16 0.02
C 0.38 -0.18 0.69 -0.08
C 1.68 -0.19 0.48 -0.15
F 2.23 0.28 -0.66 0.00
H -1.09 2.13 0.11 0.08
H -2.43 1.31 -0.64 0.08
H -2.14 1.07 1.11 0.09
H -0.37 0.20 -1.28 0.13
H -2.41 -1.10 -0.70 0.06
H -1.09 -2.00 -0.59 0.09
H 0.09 -0.50 1.68 0.11
H 2.42 -0.51 1.21 0.11
```

As for the energy above the lowest of the compared OMol25 structures with the same formula, charge and spin: 0.533 eV. The SMILES is C[C@H](N)/C=C\F. The molar mass comes out at 89.1 g/mol. The value obtained for the HOMO energy is -9.505 eV. As for the net charge: 0. The value obtained for the frontier orbital gap is 10.6 eV.

---

The molecule C4H8FNO in a non-equilibrium geometry, computed with the ωB97M-V functional and the def2-TZVPD basis.

The geometry in XYZ format:
```
15
Properties=species:S:1:pos:R:3:lowdin_charge:R:1
N 1.42 0.00 0.28 -0.03
C 0.10 0.05 0.78 -0.44
C -0.68 -1.02 0.15 -0.10
C -0.19 -1.88 -0.75 -0.07
F -1.15 -2.67 -1.50 -0.08
C -0.58 1.45 0.18 -0.23
O -0.57 1.54 -1.24 -0.07
H 1.94 0.87 0.61 0.12
H 1.93 -0.95 0.51 0.13
H 0.13 0.22 1.91 0.15
H -1.84 -0.92 0.28 0.16
H 0.91 -1.94 -1.03 0.12
H -1.77 1.47 0.33 0.15
H -0.05 2.25 0.78 0.11
H 0.39 1.54 -1.29 0.07
```

As for the energy above the lowest of the compared OMol25 structures with the same formula, charge and spin: 2.430 eV. The SMILES is N[C@H](/C=C/F)CO. The molar mass comes out at 105.1 g/mol. The value obtained for the HOMO energy is -9.517 eV. As for the net charge: 0. The value obtained for the frontier orbital gap is 10.2 eV.

---

A structure of composition C4H8FNO2 in a non-equilibrium geometry, computed with the ωB97M-V functional and the def2-TZVPD basis.

The geometry in XYZ format:
```
16
Properties=species:S:1:pos:R:3:lowdin_charge:R:1
C 1.78 -0.07 0.73 0.00
C 0.33 0.01 0.30 -0.45
C -0.44 -1.18 0.25 -0.20
C 0.12 0.49 -1.07 -0.54
H 2.51 0.82 0.48 0.14
H 2.33 -0.56 -0.09 0.09
H 1.91 -0.35 1.71 0.05
H 0.56 -2.07 0.05 0.22
H -1.24 -1.05 -0.71 0.19
H -2.07 -1.22 1.98 0.15
H -1.09 -2.68 1.38 0.07
H -0.78 1.75 -2.24 0.21
N -0.99 -1.63 1.69 -0.05
O -0.55 1.67 -1.20 0.07
O 0.29 -0.13 -2.09 0.10
F -0.43 1.00 1.18 -0.05
```

As for the energy above the lowest of the compared OMol25 structures with the same formula, charge and spin: 3.786 eV. The molar mass comes out at 121.1 g/mol. The value obtained for the HOMO energy is -10.070 eV. As for the net charge: 0. The value obtained for the frontier orbital gap is 10.6 eV.

---

A cluster of 2 separate species, C4H8FNO4 in total in a non-equilibrium geometry, computed with the ωB97M-V functional and the def2-TZVPD basis.

The geometry in XYZ format:
```
18
Properties=species:S:1:pos:R:3:lowdin_charge:R:1
C -2.62 -0.29 0.42 -0.03
C -1.12 -0.37 0.70 -0.39
O -0.69 0.93 0.96 -0.05
C -0.40 -0.79 -0.63 -0.20
F -0.90 -1.99 -1.03 0.04
C 0.41 -0.06 -1.45 -0.12
O 0.86 1.19 -1.27 0.01
H -2.66 0.55 -0.37 0.13
H -2.92 -1.34 0.31 0.09
H -3.04 0.07 1.41 0.09
H -0.72 -1.04 1.45 0.15
H -0.99 1.22 1.84 0.12
H 0.77 -0.60 -2.29 0.12
H 0.77 1.46 -0.41 0.04
O 3.87 -0.31 1.43 0.01
N 3.30 -0.30 0.36 -0.09
O 3.26 0.95 -0.27 -0.04
H 2.81 0.71 -1.18 0.13
```

As for the energy above the lowest of the compared OMol25 structures with the same formula, charge and spin: 5.690 eV. The SMILES is C[C@H](O)/C(F)=C\O.O=NO. The molar mass comes out at 153.1 g/mol. The value obtained for the HOMO energy is -8.913 eV. As for the net charge: 0. The value obtained for the frontier orbital gap is 9.1 eV.

---

> Which value of frontier orbital gap does entry 5 give?

10.6 eV

---

Copy entry 2 word for word.
A structure of composition C4H8FIO in a non-equilibrium geometry, computed with the ωB97M-V functional and the def2-TZVPD basis.

The geometry in XYZ format:
```
15
Properties=species:S:1:pos:R:3:lowdin_charge:R:1
C 0.72 -2.05 0.24 -0.11
C -1.35 0.90 -1.30 -0.04
C 0.32 -0.86 -0.54 -0.14
C -0.89 -0.26 -0.48 -0.46
O 1.65 2.25 1.40 -0.77
F -1.76 -0.75 0.41 0.02
I 0.24 1.41 2.45 0.93
H -0.08 -2.19 1.03 0.10
H 1.09 -2.93 -0.25 0.07
H 1.53 -1.83 0.83 0.03
H -2.45 0.82 -1.73 0.13
H -0.59 1.24 -2.05 0.10
H -1.29 1.68 -0.66 0.01
H 1.03 -0.41 -1.38 0.15
H 1.85 2.98 2.05 -0.03
```

As for the energy above the lowest of the compared OMol25 structures with the same formula, charge and spin: 1.872 eV. The molar mass comes out at 218.0 g/mol. The value obtained for the HOMO energy is -8.723 eV. As for the net charge: 0. The value obtained for the frontier orbital gap is 8.2 eV.

---

> Which value of net charge does entry 2 give?

0